Entry 1:
A 13-piece molecular cluster, C48H108O43P4 overall. Source: the Open Molecules 2025 dataset; level of theory: ωB97M-V/def2-TZVPD.

Each line ends with the Löwdin charge.
Geometry (Å):
C  -2.6257  -2.9322  -3.5369  -0.054
C  -3.4003  -3.9119  -2.7239  -0.212
O  -4.0107  -3.3193  -1.5544  0.027
C  -4.5861  -4.1175  -0.6667  -0.618
O  -5.0170  -5.2319  -0.8400  0.128
O  -4.6617  -3.3909  0.4422  -0.015
C  -4.9902  -3.9255  1.7370  -0.005
H  -3.2143  -2.4968  -4.3424  0.080
H  -1.8661  -3.5293  -4.0461  0.081
H  -2.1425  -2.2095  -2.8795  0.074
H  -2.8042  -4.7817  -2.4419  0.123
H  -4.2676  -4.3369  -3.2382  0.128
H  -4.3915  -4.8287  1.8482  0.083
H  -6.0386  -4.2085  1.8445  0.102
H  -4.8006  -3.0489  2.3456  0.070
C  -5.3743  3.8203  2.0977  -0.064
C  -4.9485  4.4691  0.7753  -0.166
O  -5.1756  3.5884  -0.3425  0.034
C  -4.2559  2.6670  -0.6151  -0.629
O  -3.1235  2.6222  -0.1954  0.113
O  -4.7770  1.7408  -1.3926  -0.013
C  -3.8605  0.9760  -2.2023  -0.004
H  -6.1736  3.0759  2.0411  0.082
H  -5.8807  4.5204  2.7710  0.074
H  -4.5796  3.3623  2.6862  0.061
H  -3.8884  4.7144  0.7863  0.119
H  -5.6093  5.2906  0.5159  0.123
H  -4.5276  0.3147  -2.7536  0.096
H  -3.2209  0.3561  -1.5779  0.073
H  -3.3725  1.6577  -2.8946  0.102
C  -4.0659  -7.8763  1.3399  -0.061
C  -2.6971  -7.6805  0.7376  -0.222
O  -2.4505  -6.3125  0.5301  0.015
C  -1.2340  -5.7795  0.4839  -0.574
O  -0.1922  -6.3479  0.5125  0.158
O  -1.4754  -4.4554  0.4108  0.003
C  -0.4398  -3.5429  0.7268  -0.005
H  -4.3346  -8.8835  1.6529  0.080
H  -4.8316  -7.4234  0.7138  0.073
H  -4.0077  -7.3704  2.3129  0.078
H  -2.7017  -8.1746  -0.2422  0.131
H  -1.8798  -8.0563  1.3603  0.129
H  0.3339  -3.4246  -0.0319  0.091
H  0.0008  -3.7927  1.6948  0.094
H  -0.8998  -2.5714  0.9055  0.091
C  -0.3111  2.9889  -10.6906  -0.056
C  0.3404  1.6318  -10.9493  -0.202
O  0.2360  0.8124  -9.7812  0.037
C  1.1628  0.8829  -8.8528  -0.622
O  2.0650  1.6867  -8.7936  0.122
O  0.8923  -0.0034  -7.9169  0.012
C  1.7935  -0.4350  -6.9313  -0.058
H  -1.0839  2.8815  -9.9299  0.082
H  -0.6806  3.4556  -11.6004  0.074
H  0.4138  3.6555  -10.2196  0.074
H  1.3659  1.6957  -11.3134  0.124
H  -0.1666  1.0756  -11.7371  0.118
H  2.3710  0.4029  -6.5371  0.073
H  2.5269  -1.1253  -7.3480  0.090
H  1.3824  -0.9397  -6.0588  0.086
C  1.6180  3.2608  1.7370  -0.050
C  1.1765  3.2607  3.1710  -0.199
O  -0.2611  3.2360  3.2860  0.003
C  -0.8382  3.9495  4.2595  -0.599
O  -0.2812  4.4242  5.2182  0.131
O  -2.0716  4.2518  3.8961  -0.005
C  -2.7774  5.2572  4.6194  -0.024
H  2.6456  3.6170  1.6799  0.070
H  0.9336  3.9217  1.2041  0.085
H  1.5887  2.2454  1.3412  0.073
H  1.5653  4.0841  3.7712  0.124
H  1.6822  2.4100  3.6401  0.128
H  -3.6407  5.5740  4.0383  0.084
H  -2.2229  6.1994  4.6397  0.100
H  -2.9499  4.8533  5.6123  0.103
C  4.4760  -0.3794  0.4222  -0.038
C  2.9768  -0.7211  0.3510  -0.200
O  2.5877  -1.9409  -0.2879  0.020
C  3.0718  -3.1143  0.1046  -0.606
O  3.8838  -3.2605  0.9897  0.127
O  2.5934  -4.0395  -0.7251  -0.019
C  2.6352  -5.3869  -0.2223  -0.028
H  4.8996  -0.3170  -0.5801  0.078
H  5.0684  -1.0856  0.9999  0.069
H  4.5910  0.5765  0.9344  0.071
H  2.4637  0.0408  -0.2322  0.075
H  2.4990  -0.6810  1.3307  0.129
H  2.3905  -5.3977  0.8367  0.093
H  3.6486  -5.7562  -0.3956  0.098
H  1.9640  -6.0641  -0.7396  0.084
C  -3.8637  3.2668  10.6069  -0.064
C  -3.6265  1.9025  9.9629  -0.202
O  -2.7132  2.0228  8.8672  0.039
C  -2.3100  0.9728  8.1851  -0.614
O  -2.7937  -0.1338  8.2472  0.111
O  -1.2586  1.3205  7.4611  0.024
C  -0.7444  0.3665  6.5347  -0.036
H  -4.4874  3.1064  11.4887  0.077
H  -4.4989  3.8252  9.9191  0.075
H  -3.0032  3.8575  10.9105  0.078
H  -4.5728  1.6689  9.4722  0.123
H  -3.3596  1.1213  10.6705  0.127
H  -1.5072  -0.3418  6.2061  0.083
H  -0.0310  -0.3018  7.0138  0.080
H  -0.3522  0.8877  5.6717  0.077
C  -5.3440  -1.3421  6.5095  -0.066
C  -6.6055  -1.0562  5.7151  -0.198
O  -6.3387  -1.1815  4.3236  0.020
C  -5.6681  -0.2195  3.6720  -0.601
O  -5.1911  0.7706  4.1442  0.136
O  -5.6038  -0.6206  2.4091  0.005
C  -4.8592  0.1165  1.4445  -0.015
H  -5.3226  -1.2357  7.5912  0.077
H  -4.4969  -0.7849  6.0964  0.062
H  -4.9302  -2.3383  6.3054  0.071
H  -6.9699  -0.0404  5.8810  0.124
H  -7.3936  -1.7591  5.9747  0.121
H  -5.4097  0.1764  0.5043  0.098
H  -4.0109  -0.4446  1.0398  0.090
H  -4.5565  1.0878  1.8232  0.077
C  1.6736  0.1726  -2.6265  -0.019
C  0.5600  -0.3475  -1.7514  -0.197
O  0.8108  -0.1640  -0.3587  -0.066
C  -0.2870  -0.0987  0.4018  -0.614
O  -1.4133  -0.0238  -0.0047  0.124
O  0.0935  0.0309  1.6657  0.012
C  -0.9227  0.4522  2.5734  -0.016
H  2.5460  0.1841  -1.9697  0.070
H  1.4442  1.2294  -2.8101  0.064
H  1.7558  -0.2796  -3.6080  0.076
H  0.4698  -1.4242  -1.9520  0.126
H  -0.4379  -0.0053  -2.0265  0.117
H  -0.4291  0.4802  3.5395  0.074
H  -1.7289  -0.2798  2.5479  0.084
H  -1.3405  1.4505  2.4703  0.097
C  0.8571  3.3727  -5.8429  -0.112
O  0.5694  3.1679  -4.4773  -0.219
P  0.6268  4.4393  -3.4848  0.398
O  -0.4182  5.4510  -3.5927  -0.214
O  0.7519  3.6977  -2.0393  -0.237
C  -0.3892  3.2705  -1.3196  -0.102
O  2.0847  4.9941  -3.7430  -0.206
C  2.6934  5.8107  -2.7278  -0.076
H  0.8400  4.4091  -6.1834  0.095
H  0.1374  2.8501  -6.4811  0.089
H  1.8080  2.8880  -6.0807  0.083
H  -1.2964  3.2197  -1.9277  0.079
H  -0.5814  4.0388  -0.5685  0.092
H  -0.2869  2.2702  -0.8997  0.076
H  3.6137  5.3641  -2.3570  0.047
H  2.0491  5.9636  -1.8616  0.091
H  2.8980  6.7909  -3.1529  0.095
C  2.6461  -3.4615  4.1555  -0.129
O  1.3954  -4.1196  4.0838  -0.206
P  0.1974  -3.3228  4.8291  0.462
O  0.2749  -1.8468  4.8626  -0.228
O  -1.1426  -3.8819  4.1868  -0.202
C  -2.2743  -3.0003  4.0213  -0.050
O  0.2692  -4.0654  6.2856  -0.211
C  0.9087  -3.5184  7.4136  -0.122
H  3.3191  -4.1976  3.7016  0.091
H  3.1227  -3.4379  5.1447  0.088
H  2.8078  -2.4952  3.6851  0.086
H  -1.9223  -1.9833  3.8705  0.062
H  -3.0551  -3.1616  4.7579  0.092
H  -2.6711  -3.2991  3.0499  0.069
H  0.9303  -2.4238  7.4362  0.072
H  1.9084  -3.9486  7.4717  0.087
H  0.3902  -3.6858  8.3615  0.089
C  6.9467  -2.7022  -6.6404  -0.089
O  5.8787  -2.5475  -5.7050  -0.208
P  5.2181  -1.1431  -5.4150  0.377
O  4.7880  -0.3072  -6.5393  -0.216
O  6.1994  -0.4309  -4.3849  -0.221
C  7.4987  0.0186  -4.7889  -0.075
O  3.9337  -1.5076  -4.5050  -0.199
C  4.1646  -2.4812  -3.4701  -0.094
H  7.8500  -3.0802  -6.1638  0.095
H  7.0900  -1.8273  -7.2703  0.085
H  6.6807  -3.5173  -7.3178  0.091
H  7.4657  1.1067  -4.7382  0.078
H  7.7344  -0.1539  -5.8420  0.080
H  8.3052  -0.4139  -4.2052  0.099
H  5.1856  -2.8425  -3.3364  0.088
H  3.6128  -3.4145  -3.5936  0.095
H  3.8725  -2.1164  -2.4853  0.069
C  4.8838  2.3867  -4.0790  -0.068
O  5.6881  2.4499  -2.8991  -0.236
P  5.9702  3.7765  -2.0391  0.446
O  7.0871  3.5766  -1.1209  -0.209
O  4.5001  4.0249  -1.3756  -0.261
C  4.1117  3.0011  -0.4478  -0.085
O  6.0604  4.9100  -3.2116  -0.216
C  7.1551  4.6940  -4.0729  -0.135
H  4.5303  3.3786  -4.3676  0.090
H  3.9444  1.9071  -3.7914  0.091
H  5.4011  1.8328  -4.8506  0.066
H  3.0295  3.1401  -0.4523  0.076
H  4.5141  3.2304  0.5422  0.094
H  4.4435  1.9987  -0.7199  0.064
H  7.8956  3.9262  -3.8246  0.090
H  7.8230  5.5584  -4.1435  0.094
H  6.7395  4.4735  -5.0596  0.095

Results
* HOMO level: -10.3130 eV
* orbital gap: 10.8 eV
* E_LUMO: 0.456 eV
* electronic energy: -176732.1888 eV

Entry 2:
A 10-piece molecular cluster, C48H112N4O10 overall. Source: the Open Molecules 2025 dataset; level of theory: ωB97M-V/def2-TZVPD.

Each line ends with the Löwdin charge.
Geometry (Å):
C  -2.0235  5.2368  1.2160  -0.034
C  -0.8038  4.4371  1.6265  -0.526
C  0.0479  5.3173  2.5310  -0.134
C  1.1301  4.5519  3.2964  -0.165
C  0.4651  3.4639  4.1282  -0.139
C  -0.4144  2.5189  3.3216  -0.510
N  -1.2547  3.2846  2.4056  -0.090
O  -2.0775  2.4408  1.6061  -0.023
C  0.5062  1.4922  2.6278  -0.011
C  -1.3433  1.7647  4.2873  -0.025
C  -0.0200  4.0510  0.3634  -0.024
H  -2.7331  4.6602  0.6219  0.068
H  -1.7135  6.1458  0.6991  0.092
H  -2.5829  5.5583  2.1016  0.091
H  0.6176  5.9902  1.8739  0.124
H  -0.5341  5.9830  3.1701  0.121
H  1.6873  5.2416  3.9321  0.118
H  1.8493  4.1815  2.5621  0.085
H  -0.0793  3.9725  4.9318  0.127
H  1.2148  2.8558  4.6451  0.113
H  1.0958  2.0443  1.8940  0.045
H  1.1808  1.0469  3.3572  0.084
H  -0.0523  0.7479  2.0611  0.069
H  -0.7651  1.4817  5.1699  0.086
H  -2.2062  2.3662  4.5665  0.087
H  -1.6960  0.8364  3.8322  0.071
H  0.9250  3.5544  0.5905  0.057
H  0.2167  4.9311  -0.2349  0.085
H  -0.6260  3.3444  -0.2082  0.070
H  -2.9594  2.6681  1.9185  0.102
C  -5.9595  0.8660  -1.8301  -0.019
C  -5.4623  2.2964  -2.0132  -0.524
C  -3.9862  2.3969  -1.6263  -0.130
C  -2.9897  1.8906  -2.6640  -0.170
C  -3.2900  2.4186  -4.0565  -0.130
C  -4.7632  2.3718  -4.4752  -0.518
N  -5.6358  2.8045  -3.3768  -0.091
O  -6.9945  2.6704  -3.7680  -0.027
C  -4.9563  3.3691  -5.6175  -0.045
C  -5.0861  0.9689  -5.0050  -0.029
C  -6.2211  3.2408  -1.0807  -0.033
H  -5.9021  0.5509  -0.7852  0.078
H  -5.3628  0.1511  -2.3998  0.063
H  -6.9859  0.7536  -2.1815  0.087
H  -3.7472  3.4584  -1.4867  0.116
H  -3.8678  1.8716  -0.6786  0.097
H  -2.9238  0.7926  -2.6459  0.101
H  -1.9735  2.1562  -2.3537  0.094
H  -2.7720  1.7950  -4.7896  0.106
H  -2.8753  3.4259  -4.1614  0.123
H  -4.8990  4.4032  -5.2713  0.086
H  -4.1923  3.2405  -6.3883  0.086
H  -5.9265  3.2349  -6.1021  0.081
H  -6.1747  0.8426  -5.0400  0.084
H  -4.7709  0.8356  -6.0399  0.086
H  -4.7109  0.1783  -4.3582  0.070
H  -7.2849  3.2447  -1.3217  0.080
H  -5.8694  4.2602  -1.2603  0.085
H  -6.0472  3.0042  -0.0316  0.084
H  -7.2806  3.5803  -3.8961  0.108
C  1.7981  -3.4190  5.5138  -0.036
C  1.9974  -3.7978  4.0307  -0.512
C  1.4291  -2.6351  3.2000  -0.127
C  1.9963  -2.5430  1.7975  -0.179
C  3.5121  -2.6025  1.8334  -0.133
C  4.0503  -3.8665  2.4879  -0.524
N  3.4516  -3.8944  3.8355  -0.082
O  3.9427  -5.0356  4.5500  -0.032
C  3.7751  -5.1127  1.6569  -0.019
C  5.5546  -3.6872  2.6843  -0.034
C  1.2195  -5.0830  3.7488  -0.024
H  2.3922  -2.5177  5.6842  0.083
H  2.1795  -4.2010  6.1691  0.076
H  0.7531  -3.2142  5.7425  0.086
H  0.3503  -2.8195  3.1461  0.107
H  1.5456  -1.6969  3.7503  0.110
H  1.6581  -1.6584  1.2569  0.098
H  1.6304  -3.4007  1.2240  0.079
H  3.8972  -1.7130  2.3397  0.123
H  3.8642  -2.5619  0.7975  0.103
H  4.4412  -5.0542  0.7827  0.084
H  4.0389  -6.0411  2.1554  0.090
H  2.7670  -5.1158  1.2533  0.061
H  5.9650  -4.5653  3.1828  0.081
H  6.0483  -3.6121  1.7108  0.081
H  5.7599  -2.7748  3.2405  0.084
H  0.1747  -5.0144  4.0466  0.083
H  1.6332  -5.9101  4.3364  0.083
H  1.3369  -5.4057  2.7145  0.068
H  4.4235  -4.6472  5.2861  0.103
C  -3.1031  -3.2844  2.8070  -0.029
C  -4.0246  -3.2487  1.5944  -0.529
C  -4.5532  -1.8326  1.3476  -0.129
C  -3.5206  -0.9298  0.6980  -0.178
C  -3.0164  -1.5536  -0.5906  -0.129
C  -2.4341  -2.9663  -0.3837  -0.512
N  -3.4314  -3.7582  0.3521  -0.075
O  -2.8548  -5.0456  0.6301  -0.030
C  -2.2399  -3.6110  -1.7529  -0.021
C  -1.0984  -2.8087  0.3322  -0.030
C  -5.2353  -4.1266  1.8912  -0.049
H  -2.5261  -4.2061  2.8276  0.081
H  -3.7295  -3.3090  3.7065  0.087
H  -2.4906  -2.3897  2.9152  0.068
H  -5.4902  -1.8478  0.7863  0.120
H  -4.8006  -1.4063  2.3271  0.126
H  -2.7085  -0.7004  1.3948  0.098
H  -3.9340  0.0538  0.4558  0.083
H  -2.2155  -0.9628  -1.0430  0.106
H  -3.8540  -1.5970  -1.2967  0.120
H  -1.5769  -4.4762  -1.6684  0.078
H  -3.1926  -3.9514  -2.1537  0.088
H  -1.7606  -2.8930  -2.4205  0.085
H  -1.1169  -2.1505  1.2012  0.064
H  -0.7151  -3.7870  0.6271  0.090
H  -0.3933  -2.3127  -0.3418  0.070
H  -5.7994  -3.7566  2.7521  0.086
H  -4.9214  -5.1318  2.1950  0.083
H  -5.9115  -4.2306  1.0433  0.086
H  -3.3651  -5.6258  0.0573  0.105
C  2.7193  4.5869  -2.2888  -0.074
C  3.8787  3.6975  -2.7144  -0.330
O  3.4248  2.9016  -3.7970  -0.084
H  3.0534  5.2837  -1.5192  0.076
H  1.8871  3.9887  -1.9253  0.056
H  2.4566  5.1736  -3.1684  0.082
H  4.2280  3.0515  -1.8941  0.098
H  4.7249  4.3607  -2.9435  0.112
H  4.1224  2.3560  -4.1715  0.077
C  6.2412  -0.6121  -0.6564  -0.075
C  6.4401  -0.4866  -2.1383  -0.300
O  5.1853  -0.2227  -2.7582  -0.084
H  5.5342  -1.4116  -0.4231  0.060
H  5.8374  0.3129  -0.2440  0.067
H  7.1488  -0.9014  -0.1259  0.086
H  6.9452  -1.3611  -2.5623  0.116
H  7.1254  0.3467  -2.3472  0.116
H  5.3544  0.1530  -3.6265  0.092
C  0.6162  0.3559  -1.0281  -0.076
C  2.0876  0.6812  -1.1568  -0.284
O  2.8640  -0.5012  -1.0854  -0.086
H  0.3668  -0.0617  -0.0470  0.055
H  0.2702  -0.3551  -1.7749  0.054
H  0.0426  1.2851  -1.0765  0.064
H  2.3707  1.4188  -0.3900  0.096
H  2.2376  1.2094  -2.1097  0.098
H  3.7014  -0.3741  -1.5634  0.047
C  0.1238  0.4471  -4.3848  -0.078
C  1.5155  0.3072  -4.9716  -0.297
O  1.5237  -0.5349  -6.1477  -0.081
H  -0.2208  -0.5094  -3.9945  0.074
H  -0.5489  0.8932  -5.1183  0.069
H  0.1379  1.1557  -3.5504  0.056
H  2.2174  -0.1336  -4.2650  0.099
H  1.8684  1.2992  -5.2719  0.100
H  1.2991  0.0264  -6.8939  0.072
C  4.3695  2.3703  3.2600  -0.070
C  4.1949  2.7199  1.8001  -0.328
O  4.6392  4.0513  1.5427  -0.068
H  5.4207  2.4585  3.5422  0.079
H  4.0939  1.3150  3.3388  0.073
H  3.7699  2.9691  3.9411  0.067
H  3.1185  2.6772  1.5696  0.067
H  4.6572  1.9525  1.1710  0.099
H  4.6454  4.1710  0.5886  0.065
C  3.2647  -4.3877  -2.2917  -0.085
C  1.9068  -3.7934  -2.0007  -0.317
O  1.7348  -2.5448  -2.6503  -0.090
H  3.3656  -5.3514  -1.7803  0.070
H  4.0654  -3.7692  -1.8681  0.063
H  3.4594  -4.4835  -3.3579  0.075
H  1.7885  -3.6904  -0.9175  0.089
H  1.1243  -4.4563  -2.3784  0.108
H  1.8881  -1.8303  -2.0135  0.027

Results
* HOMO level: -8.4230 eV
* orbital gap: 8.5 eV
* E_LUMO: 0.116 eV
* SMILES string: CC1(C)CCCC(C)(C)N1O.CC1(C)CCCC(C)(C)N1O.CC1(C)CCCC(C)(C)N1O.CC1(C)CCCC(C)(C)N1O.CCO.CCO.CCO.CCO.CCO.CCO
* electronic energy: -78023.5895 eV
* energy above the lowest of the compared OMol25 structures with the same formula, charge and spin: 0.0 kcal/mol